(1)
DFT (wB97M-V/def2-TZVPD) results for a structure of composition C5H14N2.

```
21
Properties=species:S:1:pos:R:3
C -0.033 0.766 0.382
C 0.126 -0.909 2.895
C -1.337 0.681 -0.206
C 0.270 -0.875 -1.600
C 0.200 1.515 -1.942
N 0.450 -0.832 1.446
N -0.120 0.425 -1.035
H 0.612 1.504 0.778
H 0.438 -0.031 3.389
H 0.587 -1.794 3.333
H -0.896 -1.144 2.941
H -1.959 -0.183 -0.125
H 0.035 -1.533 0.788
H -1.946 1.502 -0.407
H 0.017 -0.986 -2.660
H 1.299 -1.109 -1.590
H -0.039 -1.749 -1.149
H 1.218 1.553 -2.249
H -0.373 1.497 -2.884
H -0.034 2.451 -1.360
H 1.485 -0.749 1.256
```

## Properties
total charge = +2
HOMO energy = -21.068 eV



(2)
DFT (wB97M-V/def2-TZVPD) results for a cluster of 2 separate species, C5H14N2 in total.

```
21
Properties=species:S:1:pos:R:3
C -1.046 1.565 -2.285
C -1.021 0.807 -0.850
C 0.404 1.313 -0.047
C 0.737 0.332 1.252
C 1.093 -2.122 1.871
N 1.056 -1.067 0.824
N -0.977 -0.642 -0.932
H -1.165 2.563 -2.290
H -1.904 1.160 -2.891
H -0.101 1.478 -2.787
H -1.963 1.333 -0.226
H 1.147 0.884 -0.742
H 0.470 2.461 0.107
H 1.533 0.787 1.832
H -0.089 0.458 1.928
H 0.208 -1.960 2.582
H 2.033 -1.867 2.452
H 1.328 -2.998 1.260
H -1.499 -1.227 0.796
H 0.277 -1.359 0.083
H -1.830 -1.125 -0.989
```

## Properties
total charge = +2
HOMO energy = -19.781 eV



Each structure's energy above the most stable one, in hartree: (1) 0.0000; (2) 0.3119.



(1)
DFT (wB97M-V/def2-TZVPD) results for a cluster of 16 separate species, C16H64N32O16 in total.

```
128
Properties=species:S:1:pos:R:3
C 1.683 -1.652 4.442
O 2.381 -2.481 4.930
N 0.511 -1.250 4.903
N 1.820 -1.102 3.288
H 0.079 -0.560 4.305
H 0.199 -1.815 5.680
H 2.604 -1.197 2.659
H 1.343 -0.216 3.200
C -3.007 -1.160 4.240
O -3.209 -0.779 5.354
N -3.429 -2.322 3.831
N -2.486 -0.472 3.270
H -3.937 -2.955 4.432
H -3.014 -2.711 2.996
H -2.041 0.419 3.438
H -2.147 -1.156 2.609
C 0.339 -2.978 -5.042
O 0.166 -3.961 -5.655
N 1.496 -2.407 -4.941
N -0.567 -2.382 -4.314
H 1.422 -1.437 -4.671
H 2.328 -2.901 -5.229
H -1.447 -2.878 -4.313
H -0.181 -1.715 -3.661
C -2.876 1.502 -2.705
O -2.816 1.736 -1.525
N -3.826 1.975 -3.451
N -2.275 0.436 -3.218
H -4.255 2.832 -3.133
H -3.886 1.704 -4.422
H -1.818 -0.100 -2.495
H -2.302 0.338 -4.223
C 2.021 4.658 1.139
O 0.802 4.370 1.183
N 2.747 5.473 2.011
N 2.708 4.450 0.012
H 2.378 5.700 2.923
H 3.674 5.862 1.910
H 2.373 3.777 -0.663
H 3.688 4.670 0.110
C -0.373 -0.065 -0.046
O -0.421 -0.664 -1.077
N -0.792 1.166 0.229
N -0.097 -0.581 1.095
H -1.366 1.596 -0.483
H -0.384 1.684 0.994
H 0.319 -1.501 1.070
H -0.221 -0.120 1.986
C -2.907 -3.018 -1.221
O -2.415 -4.083 -1.388
N -2.664 -2.312 -0.147
N -3.698 -2.440 -2.104
H -1.956 -2.654 0.488
H -3.135 -1.424 -0.048
H -3.720 -2.929 -2.987
H -4.064 -1.535 -1.844
C 1.180 2.185 3.687
O 0.356 1.470 3.250
N 2.358 2.219 3.138
N 1.230 3.027 4.694
H 3.071 2.738 3.631
H 2.507 1.919 2.186
H 2.037 3.566 4.974
H 0.402 3.076 5.271
C 0.738 4.582 -3.007
O 0.741 5.645 -3.627
N 1.675 3.758 -2.985
N -0.236 4.436 -2.122
H 2.555 3.936 -3.448
H 1.710 3.010 -2.307
H -1.069 4.998 -2.219
H -0.077 3.736 -1.412
C 3.986 -2.719 0.531
O 2.842 -2.237 0.562
N 4.998 -2.374 1.281
N 4.214 -3.814 -0.185
H 5.805 -2.761 0.813
H 5.030 -1.549 1.863
H 3.443 -4.338 -0.575
H 5.139 -4.220 -0.183
C 1.717 0.633 -4.519
O 2.776 0.237 -4.221
N 0.846 0.762 -3.618
N 1.246 0.787 -5.735
H -0.136 0.866 -3.833
H 1.133 0.795 -2.650
H 1.766 0.706 -6.596
H 0.257 0.995 -5.722
C -4.805 0.142 0.531
O -4.907 -0.468 -0.563
N -4.196 1.309 0.574
N -5.109 -0.421 1.646
H -3.811 1.552 -0.328
H -3.893 1.700 1.454
H -5.244 0.179 2.448
H -5.563 -1.316 1.534
C 1.143 -4.455 -1.853
O 2.234 -4.957 -2.079
N 0.011 -5.064 -2.156
N 0.928 -3.251 -1.482
H 0.049 -6.044 -1.916
H -0.857 -4.559 -2.049
H 1.634 -2.538 -1.597
H -0.011 -2.881 -1.447
C -0.333 -4.234 1.811
O -0.927 -3.240 2.142
N 0.920 -4.316 2.116
N -0.906 -5.289 1.355
H 1.634 -5.009 1.943
H 1.225 -3.588 2.746
H -1.868 -5.206 1.061
H -0.367 -6.064 0.995
C 3.098 1.302 -0.449
O 2.385 1.739 -1.295
N 2.656 0.559 0.533
N 4.408 1.571 -0.410
H 3.324 0.250 1.225
H 1.709 0.210 0.506
H 4.913 1.127 0.344
H 4.925 2.225 -0.980
C -2.743 4.458 1.539
O -3.942 4.560 1.374
N -2.152 4.400 2.654
N -1.954 4.097 0.597
H -1.157 4.374 2.825
H -2.739 4.443 3.475
H -2.311 4.158 -0.345
H -0.986 4.045 0.881
```

## Properties
HOMO energy = -8.831 eV



(2)
DFT (wB97M-V/def2-TZVPD) results for a cluster of 16 separate species, C16H64N32O16 in total.

```
128
Properties=species:S:1:pos:R:3
C 13.219 16.199 10.755
O 12.615 15.916 11.769
N 12.492 16.472 9.681
N 14.591 16.391 10.604
H 11.580 16.741 9.814
H 12.867 16.918 8.859
H 14.872 16.245 9.633
H 15.159 15.918 11.310
C 10.422 13.280 12.887
O 11.342 12.776 12.281
N 9.621 12.413 13.605
N 10.153 14.569 12.818
H 9.739 11.406 13.506
H 8.789 12.927 13.913
H 10.952 15.102 12.384
H 9.446 14.979 13.437
C 16.665 10.274 7.617
O 17.316 11.194 8.080
N 17.153 9.193 6.978
N 15.223 10.398 7.688
H 18.133 9.057 6.774
H 16.500 8.495 6.819
H 14.998 10.415 8.661
H 14.898 9.568 7.214
C 17.065 10.125 16.368
O 17.194 11.165 15.731
N 15.805 9.581 16.432
N 18.221 9.504 16.969
H 15.018 10.029 15.978
H 15.615 8.871 17.127
H 19.036 10.126 16.938
H 18.301 8.497 16.954
C 9.579 9.032 17.478
O 10.083 9.170 18.578
N 10.257 8.605 16.394
N 8.222 9.234 17.259
H 11.253 8.638 16.500
H 10.002 8.755 15.436
H 7.831 9.096 16.355
H 7.602 9.503 18.009
C 18.241 12.875 11.221
O 17.353 13.463 11.766
N 19.325 13.535 10.638
N 18.239 11.510 11.087
H 19.505 14.342 11.207
H 20.142 13.059 10.233
H 17.309 11.190 10.839
H 19.053 11.072 10.670
C 20.638 9.413 14.902
O 20.813 8.303 15.396
N 19.869 9.535 13.777
N 21.120 10.603 15.422
H 19.221 8.783 13.640
H 19.690 10.407 13.356
H 21.782 10.448 16.126
H 21.000 11.506 14.979
C 12.340 12.406 8.565
O 12.351 11.180 8.921
N 12.809 12.878 7.376
N 12.167 13.379 9.494
H 13.475 12.190 6.978
H 13.265 13.788 7.571
H 12.346 14.357 9.280
H 11.850 13.021 10.371
C 19.523 13.998 13.980
O 20.368 13.115 13.676
N 18.340 13.689 14.573
N 19.734 15.321 13.681
H 17.540 14.250 14.520
H 18.105 12.715 14.533
H 20.568 15.571 13.172
H 19.103 16.044 14.071
C 10.835 9.168 12.217
O 9.948 9.275 13.069
N 10.668 9.894 11.083
N 11.759 8.257 12.340
H 9.994 10.657 10.995
H 11.421 9.926 10.465
H 12.425 8.121 11.611
H 11.969 7.841 13.237
C 15.243 14.169 14.723
O 15.837 15.050 14.092
N 14.312 13.443 14.144
N 15.447 13.911 16.059
H 13.528 13.241 14.805
H 14.035 13.942 13.341
H 16.170 14.439 16.575
H 15.512 12.927 16.307
C 15.627 14.257 8.152
O 14.920 15.280 8.051
N 15.574 13.406 9.211
N 16.605 13.980 7.279
H 15.125 13.711 10.053
H 16.027 12.553 9.029
H 16.584 14.537 6.449
H 17.250 13.269 7.438
C 16.041 6.458 12.304
O 15.997 5.348 12.753
N 16.276 6.630 10.994
N 15.727 7.585 12.926
H 16.613 7.498 10.614
H 16.692 5.828 10.617
H 15.200 7.575 13.784
H 15.860 8.488 12.516
C 12.649 11.331 16.844
O 13.533 11.084 16.028
N 12.857 11.079 18.166
N 11.518 11.952 16.432
H 13.718 10.627 18.351
H 12.195 10.922 18.884
H 10.696 11.965 17.006
H 11.455 11.822 15.437
C 12.680 7.435 8.901
O 12.477 6.249 8.677
N 13.757 7.863 9.648
N 11.800 8.436 8.469
H 13.991 8.816 9.679
H 14.324 7.127 9.996
H 12.066 9.416 8.524
H 10.971 8.138 7.925
C 14.759 10.751 11.728
O 15.325 10.461 10.661
N 15.419 10.825 12.945
N 13.447 10.937 11.736
H 16.422 11.068 12.829
H 14.916 11.432 13.551
H 12.961 11.504 12.449
H 13.074 11.162 10.834
```

## Properties
HOMO energy = -9.439 eV



(3)
DFT (wB97M-V/def2-TZVPD) results for a cluster of 16 separate species, C16H64N32O16 in total.

```
128
Properties=species:S:1:pos:R:3
C 0.214 -4.886 7.699
O -0.993 -5.026 7.856
N 0.840 -4.761 6.557
N 0.907 -4.596 8.783
H 0.353 -4.857 5.677
H 1.843 -4.647 6.561
H 0.349 -4.766 9.607
H 1.906 -4.508 8.659
C 4.493 -3.508 -5.290
O 3.599 -3.247 -4.507
N 4.260 -3.898 -6.485
N 5.822 -3.350 -5.069
H 4.984 -4.399 -6.981
H 3.279 -3.997 -6.704
H 6.481 -3.252 -5.828
H 5.977 -3.219 -4.080
C -0.098 2.123 7.923
O -0.993 2.218 7.084
N -0.228 1.725 9.117
N 1.052 2.675 7.693
H -0.783 0.888 9.225
H 0.640 1.605 9.620
H 1.394 3.014 6.805
H 1.687 2.681 8.479
C -2.702 -3.296 -7.178
O -2.192 -4.340 -7.431
N -3.870 -2.883 -7.628
N -2.155 -2.382 -6.405
H -4.342 -3.478 -8.294
H -4.124 -1.915 -7.498
H -1.199 -2.511 -6.106
H -2.494 -1.432 -6.352
C 7.009 4.764 -2.198
O 6.956 5.231 -3.309
N 8.151 4.355 -1.570
N 6.007 4.687 -1.408
H 8.134 3.966 -0.637
H 9.004 4.455 -2.101
H 5.947 3.955 -0.715
H 5.146 5.074 -1.767
C -5.990 -1.556 6.003
O -6.564 -2.581 6.238
N -4.850 -1.560 5.417
N -6.227 -0.387 6.350
H -4.121 -0.864 5.352
H -4.480 -2.474 5.200
H -5.589 0.334 6.046
H -7.058 -0.208 6.896
C 6.960 1.084 3.321
O 7.916 1.791 3.315
N 5.766 1.339 3.968
N 6.984 -0.117 2.789
H 4.871 0.913 3.775
H 5.727 2.257 4.389
H 6.362 -0.900 2.935
H 7.729 -0.178 2.110
C -5.355 2.442 -5.889
O -6.512 2.104 -5.677
N -4.505 2.500 -4.876
N -4.815 2.687 -7.055
H -3.582 2.888 -5.008
H -4.907 2.385 -3.957
H -3.813 2.755 -7.163
H -5.284 2.662 -7.949
C 0.677 0.591 0.691
O 0.164 1.564 1.225
N 0.937 -0.496 1.311
N 0.924 0.459 -0.593
H 0.934 -0.496 2.321
H 1.348 -1.232 0.755
H 0.720 1.397 -0.906
H 1.226 -0.327 -1.151
C -5.167 -2.722 -1.487
O -5.871 -2.518 -0.511
N -3.896 -2.781 -1.605
N -5.663 -3.063 -2.615
H -3.435 -3.219 -2.390
H -3.441 -2.876 -0.709
H -5.128 -2.929 -3.461
H -6.650 -3.230 -2.751
C -0.229 8.859 4.083
O -1.451 8.864 4.113
N 0.526 9.840 4.662
N 0.473 7.904 3.468
H 1.523 9.804 4.502
H 0.044 10.694 4.903
H 1.435 7.962 3.769
H 0.015 7.081 3.101
C -2.419 -7.236 2.672
O -1.690 -6.544 1.960
N -3.668 -6.945 2.945
N -2.031 -8.302 3.414
H -4.107 -6.075 2.681
H -4.185 -7.545 3.572
H -1.036 -8.419 3.541
H -2.595 -9.001 3.877
C 5.240 -7.323 0.111
O 5.270 -6.443 1.027
N 6.208 -8.026 -0.325
N 4.221 -7.900 -0.358
H 7.074 -8.036 0.195
H 6.023 -8.869 -0.850
H 3.332 -7.443 -0.211
H 4.292 -8.716 -0.949
C 2.434 1.582 -7.594
O 1.228 1.641 -7.530
N 3.329 1.933 -6.633
N 2.996 1.031 -8.612
H 3.064 2.240 -5.708
H 4.321 1.773 -6.733
H 2.464 0.929 -9.465
H 3.987 0.843 -8.565
C -0.771 6.601 -3.905
O -0.071 5.640 -3.630
N -0.891 7.186 -5.085
N -1.766 6.958 -3.190
H -1.599 7.906 -5.106
H -0.372 6.828 -5.875
H -2.525 7.465 -3.622
H -1.824 6.654 -2.228
C -6.464 3.568 1.244
O -6.268 4.704 0.872
N -7.497 2.897 0.848
N -5.753 2.910 2.008
H -8.145 3.516 0.382
H -7.553 1.908 1.044
H -4.982 3.363 2.478
H -6.205 2.040 2.247
```

## Properties
HOMO energy = -9.086 eV



Each structure's energy above the most stable one, in hartree: (1) 0.3041; (2) 0.0000; (3) 0.5037.



(1)
DFT (wB97M-V/def2-TZVPD) results for an isolated molecule of C3H5ClO2S.

```
12
Properties=species:S:1:pos:R:3
C 1.335 -0.409 0.532
C 0.031 0.507 0.239
C -1.075 -0.217 -0.594
H 0.711 -1.028 -1.265
H 0.937 -1.197 1.323
H 2.203 -0.005 1.005
H -0.363 0.945 1.103
H -2.464 1.352 0.694
O 1.650 -0.955 -0.676
O -0.782 -1.239 -1.341
S -2.665 0.256 -0.204
Cl 0.482 1.990 -0.814
```

## Properties
HOMO energy = -9.704 eV



(2)
DFT (wB97M-V/def2-TZVPD) results for a structure of composition C3H5ClO2S.

```
12
Properties=species:S:1:pos:R:3
C 1.839 -0.527 0.604
C 0.543 0.083 0.691
C -0.645 -0.709 0.157
H 1.784 -1.884 -0.798
H 1.833 -1.600 0.958
H 2.743 -0.236 1.366
H 0.144 0.435 1.707
H -1.524 1.394 0.029
O 2.060 -0.647 -0.766
O -0.640 -1.873 -0.248
S -2.246 0.062 -0.019
Cl 0.540 1.645 -0.209
```

## Properties
HOMO energy = -9.912 eV



Each structure's energy above the most stable one, in hartree: (1) 0.0000; (2) 0.0564.



(1)
DFT (wB97M-V/def2-TZVPD) results for the ion C4H12N3O with charge +1.

```
20
Properties=species:S:1:pos:R:3
N 2.328 -1.745 1.451
C 0.753 -1.500 1.237
C 0.690 -0.941 -0.208
N -0.102 -0.030 -0.744
C -1.391 0.418 -0.135
C -1.524 1.974 -0.374
N -1.332 2.166 -1.803
O 1.524 -1.501 -0.919
H 2.790 -0.853 1.718
H 2.738 -1.986 0.527
H 2.569 -2.529 2.213
H 0.597 -0.743 1.981
H 0.115 -2.444 1.252
H -0.324 0.214 -1.883
H -1.473 0.087 0.940
H -2.238 -0.133 -0.797
H -2.530 2.260 -0.049
H -0.575 2.438 0.192
H -2.192 2.299 -2.370
H -0.422 2.549 -2.228
```

## Properties
total charge = +1
HOMO energy = -12.408 eV



(2)
DFT (wB97M-V/def2-TZVPD) results for a cluster of 2 separate species, C4H12N3O in total.

```
20
Properties=species:S:1:pos:R:3
C -0.553 0.588 -2.318
C -0.071 -1.085 3.121
C 1.860 -0.711 1.551
C 0.628 -0.423 1.973
N -0.023 1.081 -3.412
N -0.631 -0.695 -2.094
N -0.974 1.467 -1.382
O -0.171 0.611 1.331
H -0.864 -1.679 2.667
H 0.602 -1.642 3.674
H -0.508 -0.262 3.653
H -1.154 1.035 -0.514
H 2.499 -0.195 0.953
H 2.164 -1.615 2.006
H -0.020 0.481 -4.150
H -0.112 2.107 -3.529
H -0.241 -1.203 -2.902
H -0.961 -1.098 -1.238
H -0.604 2.390 -1.326
H -0.867 0.846 1.936
```

## Properties
total charge = +1
HOMO energy = -12.231 eV



Each structure's energy above the most stable one, in hartree: (1) 0.0634; (2) 0.0000.